{
  "formula": "C16H33As2O8PPdS3Si2",
  "method": "the ωB97M-V functional and the def2-TZVPD basis",
  "homo_lumo_gap_ev": [4.94, 5.99],
  "charge": -1,
  "e_lumo_ev": [0.59, 0.60],
  "relative_energy_kcal_mol": 94.6,
  "spin_multiplicity": 2,
  "max_force_ev_per_a": 0.58,
  "elements": ["Pd", "As", "As", "S", "S", "S", "P", "Si", "Si", "O", "O", "O", "O", "O", "O", "O", "O", "C", "C", "C", "C", "C", "C", "C", "C", "C", "C", "C", "C", "C", "C", "C", "C", "H", "H", "H", "H", "H", "H", "H", "H", "H", "H", "H", "H", "H", "H", "H", "H", "H", "H", "H", "H", "H", "H", "H", "H", "H", "H", "H", "H", "H", "H", "H", "H", "H"],
  "coordinates": [[-0.139, -0.673, -0.495], [2.295, -1.526, -0.434], [-1.456, -1.665, 2.263], [-2.201, -2.787, -1.149], [-0.585, 1.520, 0.054], [1.391, -1.463, -2.354], [-2.089, 1.330, -1.409], [3.501, -2.101, 2.655], [3.121, 0.714, -0.176], [-1.030, 1.413, -2.677], [-2.799, 2.811, -1.375], [-2.025, -1.925, -2.312], [-1.700, -1.110, 3.772], [-0.113, -0.935, 1.470], [-2.824, -4.059, -1.389], [-0.917, -2.892, -0.387], [-1.126, -3.385, 2.313], [-3.034, -1.388, 1.168], [2.314, -3.507, 2.961], [5.217, -2.786, 2.285], [-1.440, 0.844, -3.926], [-5.177, -0.268, 1.204], [3.572, -0.984, 4.167], [-4.533, -1.550, -0.711], [-2.156, 1.868, -4.782], [-3.975, -0.589, 1.814], [-5.460, -0.759, -0.059], [-2.028, 4.018, -1.323], [4.995, 0.503, -0.218], [-2.917, 5.160, -1.759], [-3.319, -1.858, -0.110], [2.630, 1.822, -1.596], [2.609, 1.365, 1.501], [5.228, -3.333, 1.340], [2.583, -0.569, 4.372], [5.520, -3.481, 3.077], [1.631, 0.985, 1.795], [3.324, 1.047, 2.264], [2.302, -4.213, 2.128], [-0.519, 0.507, -4.405], [2.455, 1.236, -2.501], [4.272, -0.158, 4.035], [-1.672, 4.165, -0.301], [5.349, -0.149, 0.581], [5.310, 0.072, -1.172], [2.575, 2.457, 1.486], [3.887, -1.561, 5.044], [1.714, 2.380, -1.383], [-0.965, -3.649, 1.389], [-3.082, 2.194, -4.303], [5.966, -1.996, 2.229], [-2.059, -0.036, -3.735], [2.615, -4.047, 3.866], [3.449, 2.523, -1.777], [-4.729, -1.922, -1.708], [-2.370, 6.104, -1.712], [-3.792, 5.233, -1.113], [-3.745, -0.227, 2.809], [1.292, -3.151, 3.099], [-1.523, 2.744, -4.939], [-6.396, -0.516, -0.546], [5.495, 1.470, -0.107], [-5.889, 0.363, 1.720], [-1.159, 3.923, -1.977], [-2.404, 1.442, -5.756], [-3.259, 5.007, -2.784]]
}